(1)
The molecule C5H12S at a distorted geometry. Source: the OMol25 dataset; level of theory: ωB97M-V/def2-TZVPD.

Calculated values
- Relative energy (zero: lowest compared OMol25 entry of this formula, charge and spin): 29.31 kcal per mole
- Max |F|: 3.86 eV/A
- HOMO: -8.472 eV
- Charge: 0
- SMILES string: CCCCSC

Atoms and positions in Å:
C 0.73406 2.40673 0.36374
C 0.91149 1.03127 1.10657
C -0.34450 0.00529 0.96695
C -0.94695 -0.26377 -0.43090
S 0.21138 -0.81025 -1.67548
C -0.30899 -2.58575 -1.51132
H 0.40461 3.09147 1.08437
H 0.26795 2.19944 -0.57201
H 1.71953 2.73754 0.11637
H 1.75733 0.51657 0.62223
H 1.21028 0.99549 2.18699
H 0.10162 -0.86031 1.46675
H -1.10488 0.46695 1.79637
H -1.45970 0.59367 -0.88897
H -1.69647 -1.04991 -0.28900
H -1.17586 -2.57921 -2.13607
H 0.41086 -3.31362 -1.77796
H -0.69176 -2.58159 -0.42861

Löwdin population analysis, charges in e, atoms 1 to 4: atom 1 (C): -0.086, atom 2 (C): -0.258, atom 3 (C): -0.261, atom 4 (C): -0.568

---

(2)
A cluster of 2 separate species, C5H12S in total at a distorted geometry. Source: the OMol25 dataset; level of theory: ωB97M-V/def2-TZVPD.

Calculated values
- Relative energy (zero: lowest compared OMol25 entry of this formula, charge and spin): 64.37 kcal per mole
- Max |F|: 5.37 eV/A
- HOMO: -8.901 eV
- Charge: 0
- SMILES string: C=CC.CCS

Atoms and positions in Å:
C 1.27356 -0.49625 -1.28178
C 1.43990 0.94502 -1.35799
S 0.56568 2.07923 -0.22452
H 1.71953 -0.80507 -0.26459
H 0.19356 -0.75968 -1.41503
H 2.05557 -1.12440 -1.92143
H 1.13683 1.38601 -2.33610
H 2.60980 1.15258 -1.48061
H 0.19114 1.16279 0.72136
C -0.38983 -2.44653 1.25626
C -1.78800 -1.63372 1.20695
C -2.16818 -0.41977 0.79096
H -0.17475 -3.08881 2.03985
H 0.40258 -1.77991 1.41769
H -0.27455 -3.01073 0.22738
H -2.49144 -2.15762 1.85550
H -3.00820 0.15969 1.08257
H -1.61570 -0.09502 -0.02070

Löwdin population analysis, charges in e, atoms 1 to 4: atom 1 (C): -0.229, atom 2 (C): -0.710, atom 3 (S): 0.673, atom 4 (H): 0.083

---

(3)
A cluster of 2 separate species, C5H12S2 in total at a distorted geometry. Source: the OMol25 dataset; level of theory: ωB97M-V/def2-TZVPD.

Calculated values
- Relative energy (zero: lowest compared OMol25 entry of this formula, charge and spin): 32.08 kcal per mole
- Max |F|: 2.41 eV/A
- HOMO: -7.818 eV
- Charge: 0
- SMILES string: C=CC.CSSC

Atoms and positions in Å:
C 3.17878 -0.77148 2.95701
S 2.84488 -1.39505 1.26308
S 1.15547 -0.24397 0.65129
C 1.15251 -0.80416 -1.07574
H 3.56347 0.21823 2.86547
H 2.20575 -0.77191 3.51636
H 3.86769 -1.43588 3.44147
H 0.41715 -1.65886 -1.15931
H 0.78665 -0.01551 -1.74268
H 2.13330 -1.13755 -1.31539
C -2.68269 -0.02654 -1.65701
C -2.31375 0.85543 -0.47396
C -1.99014 2.15630 -0.55503
H -3.74728 -0.27492 -1.74958
H -2.36523 0.48736 -2.64374
H -2.13537 -0.94937 -1.63092
H -2.42799 0.34348 0.47507
H -1.68164 2.68582 0.34911
H -1.96156 2.73854 -1.51551

Löwdin population analysis, charges in e, atoms 1 to 4: atom 1 (C): -0.461, atom 2 (S): 0.418, atom 3 (S): 0.400, atom 4 (C): -0.496

---

(4)
A cluster of 2 separate species, C5H13BN3O3 in total at a distorted geometry. Source: the OMol25 dataset; level of theory: ωB97M-V/def2-TZVPD.

Calculated values
- Relative energy (zero: lowest compared OMol25 entry of this formula, charge and spin): 7.68 kcal per mole
- Max |F|: 1.29 eV/A
- HOMO: -13.346 eV
- Charge: +1

Atoms and positions in Å:
N -2.00920 -1.98912 -3.22860
B -1.07525 -0.87321 -2.97927
O -0.87617 0.07108 -3.94287
C -0.31104 -0.77556 -1.56391
C 0.86378 -1.64970 -1.25347
N 1.47734 -1.17905 -0.24225
C 0.84519 0.05444 0.26158
C 0.31536 0.55665 -1.08406
H -2.84866 -1.83603 -2.66767
H -1.59867 -2.82958 -2.81950
H -1.54989 0.77392 -3.91578
H -1.04327 -1.13979 -0.83314
H 1.20683 -2.52753 -1.76696
H 2.30749 -1.58293 0.17728
H 1.49024 0.72379 0.80117
H -0.00448 -0.24317 0.86086
H 1.20966 0.63062 -1.68719
H -0.28601 1.44706 -1.08381
C 0.15180 1.68671 4.49514
N 0.40879 1.86525 3.03890
O -0.53062 1.75386 2.27054
O 1.54973 2.11463 2.70401
H -0.90091 1.47372 4.63382
H 0.77185 0.86321 4.83615
H 0.43609 2.61073 4.98902

Löwdin population analysis, charges in e, atoms 1 to 4: atom 1 (N): 0.146, atom 2 (B): -0.530, atom 3 (O): 0.168, atom 4 (C): -0.143

---

(5)
A cluster of 2 separate species, C5H13ClN2 in total at a distorted geometry. Source: the OMol25 dataset; level of theory: ωB97M-V/def2-TZVPD.

Calculated values
- Relative energy (zero: lowest compared OMol25 entry of this formula, charge and spin): 66.55 kcal per mole
- Max |F|: 4.00 eV/A
- HOMO (alpha / beta): -8.004 / -6.478 eV
- Charge: 0

Atoms and positions in Å:
C 1.12155 1.63968 -0.26156
C 2.64737 -0.11716 -1.14513
C -1.05817 -0.70526 -1.19054
C -1.97267 -1.02923 1.05893
C 1.12667 -0.46057 0.81796
N 1.63162 0.31977 -0.22561
N -1.25490 -0.20246 0.14508
Cl 1.42441 -2.16710 0.84524
H 0.09784 1.73762 0.21102
H 1.83349 2.40824 -0.03262
H 0.92740 1.87524 -1.36868
H 3.58396 0.34122 -0.66473
H 2.56144 -1.18389 -1.21384
H 2.28714 0.28707 -2.10113
H -0.86673 0.06401 -1.84556
H -0.25199 -1.38562 -1.19783
H -1.90262 -1.31188 -1.54595
H -2.18115 -0.40975 1.87701
H -2.93820 -1.23389 0.66164
H -1.46351 -1.83120 1.37970
H 0.97978 0.06287 1.81138

Löwdin population analysis, charges in e, atoms 1 to 4: atom 1 (C): -0.113, atom 2 (C): -0.075, atom 3 (C): -0.173, atom 4 (C): -0.177

---

(6)
A structure of composition C5H13FGaN2O6S at a distorted geometry. Source: the OMol25 dataset; level of theory: ωB97M-V/def2-TZVPD.

Calculated values
- Relative energy (zero: lowest compared OMol25 entry of this formula, charge and spin): 18.55 kcal per mole
- Max |F|: 4.31 eV/A
- HOMO: -6.209 eV
- Charge: -1

Atoms and positions in Å:
C 1.27253 -2.24286 -0.65034
C 2.34827 -1.34231 0.06017
O 2.22799 -1.37197 1.47580
C 2.28806 0.12792 -0.51531
N 2.42496 1.13866 0.54482
C 1.13134 1.75253 0.92252
C -0.05530 0.77014 0.99313
O -1.18918 1.52885 1.46779
Ga -2.67702 0.89195 0.53845
O -2.71968 -1.00115 0.78173
N -3.79136 -1.56382 0.20099
O -4.48535 -2.10895 0.99594
S -2.54043 1.24436 -1.76789
O -3.18036 0.11624 -2.49071
O -1.15078 1.51932 -2.23202
F -3.40724 2.60079 -2.21267
H 0.92775 -3.06248 0.00164
H 0.42362 -1.60318 -0.94387
H 1.76774 -2.68276 -1.53433
H 3.32773 -1.80685 -0.17800
H 1.51033 -1.96315 1.68392
H 1.42692 0.27730 -1.19216
H 3.19611 0.21855 -1.14870
H 2.96790 1.88488 0.12686
H 1.25004 2.15439 1.95133
H 0.88412 2.63786 0.29926
H -0.32021 0.35933 -0.00728
H 0.10885 -0.08389 1.67003
H -3.96734 1.61029 1.15891

Löwdin population analysis, charges in e, atoms 1 to 4: atom 1 (C): -0.038, atom 2 (C): -0.392, atom 3 (O): -0.058, atom 4 (C): -0.188

---

(7)
A cluster of 2 separate species, C5H13IN in total at a distorted geometry. Source: the OMol25 dataset; level of theory: ωB97M-V/def2-TZVPD.

Calculated values
- Relative energy (zero: lowest compared OMol25 entry of this formula, charge and spin): 27.55 kcal per mole
- Max |F|: 6.43 eV/A
- HOMO: -12.614 eV
- Charge: +1

Atoms and positions in Å:
C -0.91620 -1.09900 0.02327
C 1.68980 -1.44871 -0.34522
C 1.94210 1.32511 -0.19597
C -0.34620 1.59810 0.52848
C 0.53941 -0.52649 -0.03390
N 0.70103 0.73791 0.19231
I -5.19634 0.02466 -0.06432
H -1.44333 -0.86349 0.86506
H -1.39796 -0.80204 -0.77738
H -0.71123 -2.14079 -0.12784
H 2.69810 -1.05924 -0.07205
H 1.42148 -2.37746 0.11837
H 1.73993 -1.75600 -1.39460
H 1.66326 2.31127 -0.62270
H 2.69297 1.44414 0.57828
H 2.34170 0.67107 -1.06460
H -0.79915 1.11902 1.46088
H -0.02949 2.60092 0.95561
H -1.09145 1.79612 -0.27084
H -5.49843 -1.55510 0.24717

Löwdin population analysis, charges in e, atoms 1 to 4: atom 1 (C): 0.052, atom 2 (C): 0.010, atom 3 (C): -0.009, atom 4 (C): -0.033

---

(8)
A cluster of 2 separate species, C5H13IN in total at a distorted geometry. Source: the OMol25 dataset; level of theory: ωB97M-V/def2-TZVPD.

Calculated values
- Relative energy (zero: lowest compared OMol25 entry of this formula, charge and spin): 78.57 kcal per mole
- Max |F|: 6.36 eV/A
- HOMO: -12.730 eV
- Charge: +1

Atoms and positions in Å:
C 0.56826 1.04228 0.72161
C 1.31254 -1.26419 0.38133
C 0.42953 0.06823 -1.42006
C -1.07534 -0.76202 0.28382
C -2.57871 0.73827 0.30658
N 0.23562 -0.24125 -0.02215
I -4.41595 -0.13676 0.03089
H 0.52134 0.85807 1.72828
H 1.51595 1.41021 0.32289
H -0.23942 1.70110 0.63987
H 2.23718 -1.03053 -0.08019
H 1.38502 -1.32620 1.48865
H 1.04372 -2.17197 -0.09259
H 0.05671 -0.63638 -2.10966
H -0.04534 0.93164 -1.72958
H 1.36338 0.33950 -1.79854
H -1.57257 -1.47220 -0.45646
H -1.04762 -1.10523 1.35629
H -2.42604 1.01389 1.25466
H -2.16227 1.42013 -0.52515

Löwdin population analysis, charges in e, atoms 1 to 4: atom 1 (C): 0.043, atom 2 (C): 0.043, atom 3 (C): -0.035, atom 4 (C): -0.065

---

(9)
A cluster of 2 separate species, C5H13IN in total at a distorted geometry. Source: the OMol25 dataset; level of theory: ωB97M-V/def2-TZVPD.

Calculated values
- Relative energy (zero: lowest compared OMol25 entry of this formula, charge and spin): 117.54 kcal per mole
- Max |F|: 3.83 eV/A
- HOMO (alpha / beta): -12.154 / -12.895 eV
- Charge: +1

Atoms and positions in Å:
C -0.52416 1.18088 0.20416
C -1.98326 -0.60466 -0.73295
C -0.76686 -0.83991 1.35853
C 0.45687 -0.85005 -0.64905
C 2.56682 -0.71547 0.89243
N -0.71886 -0.20350 -0.00449
I 4.27593 0.00808 -0.07153
H -0.80370 1.60771 -0.69455
H -1.24447 1.64506 0.94730
H 0.47616 1.35741 0.45998
H -2.64576 0.15607 -0.56838
H -1.81977 -0.66124 -1.79550
H -2.26192 -1.46631 -0.14770
H -0.75750 -1.88882 1.30782
H 0.18882 -0.41168 1.79351
H -1.71072 -0.53585 1.87047
H 0.22006 -1.85203 -0.90468
H 0.79384 -0.14924 -1.46961
H 1.95684 0.09046 1.33464
H 2.90482 -1.76440 1.15729

Löwdin population analysis, charges in e, atoms 1 to 4: atom 1 (C): -0.030, atom 2 (C): 0.060, atom 3 (C): -0.006, atom 4 (C): 0.044

---

(10)
A cluster of 2 separate species, C5H13N in total at a distorted geometry. Source: the OMol25 dataset; level of theory: ωB97M-V/def2-TZVPD.

Calculated values
- Relative energy (zero: lowest compared OMol25 entry of this formula, charge and spin): 40.47 kcal per mole
- Max |F|: 1.22 eV/A
- HOMO: -8.539 eV
- Charge: 0
- SMILES string: C=CC.CNC

Atoms and positions in Å:
C -2.37613 -1.05947 0.28628
C -2.37951 0.18404 -0.55731
C -2.82051 1.39706 -0.25098
H -2.42246 -1.93728 -0.35852
H -1.39780 -1.10416 0.76830
H -3.23167 -1.05509 0.95812
H -1.83715 0.05991 -1.49408
H -2.63449 2.22101 -0.91299
H -3.32735 1.59163 0.68723
C 3.06250 0.19291 0.96787
N 1.96739 -0.57505 0.39820
C 1.55156 -0.18226 -0.94186
H 2.88135 1.27346 0.93062
H 3.34845 -0.13253 1.96287
H 3.95888 -0.00322 0.36627
H 1.23288 -0.61776 1.08891
H 1.84160 -0.98183 -1.62551
H 2.09725 0.73062 -1.20221
H 0.48522 -0.00197 -1.07121

Löwdin population analysis, charges in e, atoms 1 to 4: atom 1 (C): -0.106, atom 2 (C): -0.267, atom 3 (C): -0.016, atom 4 (H): 0.070

---

(11)
A cluster of 2 separate species, C5H13N in total at a distorted geometry. Source: the OMol25 dataset; level of theory: ωB97M-V/def2-TZVPD.

Calculated values
- Relative energy (zero: lowest compared OMol25 entry of this formula, charge and spin): 68.40 kcal per mole
- Max |F|: 5.58 eV/A
- HOMO: -9.067 eV
- Charge: 0
- SMILES string: C=CC.CCN

Atoms and positions in Å:
C -0.06002 -0.87243 -2.87199
C 0.09548 0.40227 -2.04931
C 1.06705 1.37430 -2.11904
H 0.75489 -0.87377 -3.46240
H -0.11804 -1.72777 -2.18966
H -0.91752 -0.85673 -3.61063
H -0.59753 0.60095 -1.22713
H 1.23363 2.21640 -1.42055
H 1.69528 1.26724 -2.85800
C 0.79342 0.15172 1.96243
C -0.63569 -0.31242 1.70734
N -1.61919 0.00855 2.80226
H 1.50670 -0.18622 1.21279
H 0.92268 1.26732 2.15447
H 1.23044 -0.42820 2.94428
H -1.18286 0.19074 0.77444
H -0.55316 -1.45554 1.62467
H -2.24482 -0.89972 2.79124
H -1.37073 0.13331 3.83478

Löwdin population analysis, charges in e, atoms 1 to 4: atom 1 (C): -0.092, atom 2 (C): -0.206, atom 3 (C): 0.012, atom 4 (H): 0.015

---

(12)
The molecule C5H13N at a distorted geometry. Source: the OMol25 dataset; level of theory: ωB97M-V/def2-TZVPD.

Calculated values
- Relative energy (zero: lowest compared OMol25 entry of this formula, charge and spin): 14.10 kcal per mole
- Max |F|: 1.44 eV/A
- HOMO: -8.492 eV
- Charge: 0
- SMILES string: CCCNCC

Atoms and positions in Å:
C 1.25377 -1.46635 0.88228
C -0.12346 -1.99289 1.37542
C 1.07925 -0.54583 -0.31061
N 0.17996 0.56725 -0.03166
C -0.52347 1.10982 -1.17415
C -1.43994 2.23503 -0.76648
H 1.63091 -0.82891 1.67628
H 1.91340 -2.29708 0.66498
H -0.49371 -1.22621 2.05078
H -0.06048 -2.93882 1.90817
H -0.86840 -2.03156 0.59042
H 0.73012 -1.06198 -1.20766
H 2.04904 -0.12621 -0.62341
H 0.64041 1.29009 0.50278
H 0.19172 1.42038 -1.96220
H -1.07596 0.31434 -1.67599
H -2.18095 1.85190 -0.05658
H -0.94670 3.04884 -0.22597
H -1.95550 2.67820 -1.61641

Löwdin population analysis, charges in e, atoms 1 to 4: atom 1 (C): -0.238, atom 2 (C): -0.110, atom 3 (C): -0.272, atom 4 (N): -0.094